{"formula": "C6H9DyNaO5", "method": "ωB97M-V/def2-TZVPD", "species": ["O", "C", "C", "O", "Dy", "H", "H", "O", "C", "C", "O", "C", "C", "O", "Na", "H", "H", "H", "H", "H", "H", "H"], "positions_angstrom": [[2.25284, -1.00764, 1.17086], [2.57512, -0.35050, -0.00147], [2.26180, 1.05930, 0.06473], [1.34862, 1.41456, 1.02598], [0.63140, -0.35920, 1.66407], [3.59800, -0.56361, -0.35886], [3.15154, 1.65212, 0.35139], [-1.95880, 0.88297, -0.53681], [-0.76448, 0.69577, -1.23084], [-0.31101, -0.67237, -1.28264], [-0.47579, -1.40621, -0.07845], [-1.84606, -1.37342, 0.33889], [-2.12647, 0.08900, 0.67682], [-1.26652, 0.45186, 1.65976], [-0.45549, 2.55546, 1.42980], [-0.77606, 1.27339, -2.15803], [-0.36317, -1.32260, -2.15315], [-1.89596, -1.99639, 1.23957], [-2.47592, -1.74450, -0.48110], [-3.19522, 0.19352, 0.92894], [0.80260, 1.27306, -0.97269], [1.28901, -0.74458, -1.29674]], "forces_ev_per_angstrom": [[6.43, -3.45, -3.82], [1.44, 2.26, 0.61], [0.26, -0.72, 0.50], [0.17, 0.89, 1.23], [-5.16, -0.21, 5.12], [-0.92, -0.29, -0.47], [0.02, 0.33, -2.24], [0.53, 0.74, 1.39], [2.13, 0.12, -1.16], [4.00, -0.98, -0.49], [-0.59, -0.25, -0.34], [-0.46, 0.05, -0.35], [-1.08, -0.55, -0.59], [-2.26, 1.58, -0.06], [-0.29, 0.45, -0.32], [-0.37, -0.60, 0.09], [-0.39, 0.22, -0.03], [-0.33, 0.04, -0.28], [0.03, -0.09, 0.37], [0.32, 0.29, -0.06], [-1.45, -0.11, 0.19], [-2.04, 0.28, 0.71]], "relative_energy_kcal_mol": 142.77, "lumo_energy_ha": [-0.1490, -0.1400], "spin_multiplicity": 6, "total_charge": 1, "gap_ev": [7.318, 7.543]}